Record 1
Entry from OMol25: a structure of composition C25H30BN6S2Ti (ωB97M-V/def2-TZVPD).

Output
Max |F|: 0.72 eV/Å
E: -2970.067245 a.u.
⟨S²⟩: 2.0080
Orbital gap (alpha / beta): 0.197 / 0.220 hartree
Net charge: -1
Relative energy (zero: lowest compared OMol25 entry of this formula, charge and spin): 0.0 kcal/mol
HOMO energy (alpha / beta): -2.83 / -3.46 eV
Molar mass: 537.37 g mol⁻¹
2S+1: 3

```
65
Properties=species:S:1:pos:R:3:forces:R:3:lowdin_spin:R:1
Ti -0.086 -0.488 0.083 -0.044 -0.456 -0.115 1.6513
C 1.592 4.239 0.496 -0.050 -0.040 0.030 0.0038
C 0.408 3.334 0.267 0.087 0.046 -0.057 0.0262
C 0.318 2.585 -0.888 -0.012 0.061 0.010 0.0116
C -0.760 1.717 -1.109 0.008 0.130 -0.012 0.0388
C -1.749 1.586 -0.136 -0.038 0.100 0.027 0.0287
C -1.671 2.367 1.028 -0.017 -0.007 -0.014 0.0163
C -0.612 3.224 1.222 -0.012 0.007 0.011 0.0191
H 2.505 3.776 0.119 0.003 0.011 0.001 0.0005
H 1.727 4.447 1.559 0.004 0.002 -0.009 0.0003
H 1.468 5.196 -0.016 0.002 0.004 0.005 0.0014
H 1.107 2.641 -1.628 -0.007 -0.032 -0.017 -0.0002
H -0.841 1.200 -2.055 -0.005 -0.003 -0.007 0.0075
H -2.605 0.948 -0.308 -0.014 0.000 0.017 0.0039
H -2.439 2.274 1.784 -0.011 -0.012 -0.007 0.0007
H -0.551 3.807 2.136 -0.003 -0.004 0.001 0.0014
B -2.814 -2.675 1.013 0.008 0.017 0.019 0.0015
N -2.471 -1.558 2.050 0.026 -0.007 -0.133 0.0066
C -3.082 -1.366 3.224 -0.037 0.039 0.099 0.0106
C -2.374 -0.421 3.946 -0.028 -0.034 -0.032 0.0038
C -1.317 -0.083 3.101 0.038 0.034 0.048 0.0142
N -1.379 -0.772 1.962 -0.033 -0.050 0.075 0.0085
N -2.871 -2.076 -0.426 0.075 0.019 0.085 0.0040
C -3.795 -2.339 -1.357 -0.052 0.005 -0.041 0.0047
C -3.357 -1.844 -2.573 -0.007 -0.018 0.019 0.0017
C -2.115 -1.281 -2.279 -0.025 0.004 -0.062 0.0078
N -1.834 -1.420 -0.984 -0.026 -0.013 -0.002 0.0108
H -3.926 -3.083 1.281 0.035 0.016 -0.010 0.0000
H -1.968 -3.533 1.057 -0.016 0.031 -0.010 0.0002
H -3.970 -1.923 3.473 0.007 -0.018 -0.042 0.0009
H -2.592 -0.039 4.929 0.005 0.004 -0.003 0.0001
H -0.535 0.642 3.255 0.014 -0.007 -0.033 0.0011
H -4.692 -2.875 -1.095 0.014 0.003 0.027 0.0004
H -3.854 -1.897 -3.527 0.006 0.001 0.003 0.0000
H -1.400 -0.812 -2.936 0.033 0.006 0.037 0.0006
S 1.438 -0.401 -1.855 0.162 -0.151 -0.095 0.0095
C 2.552 -1.757 -1.649 0.053 0.076 -0.049 0.0120
C 3.589 -1.923 -2.575 -0.071 0.106 -0.019 0.0009
C 4.524 -2.937 -2.469 0.014 -0.050 0.045 0.0035
C 4.434 -3.832 -1.405 -0.004 0.044 -0.037 0.0021
C 3.412 -3.687 -0.484 -0.026 0.008 0.044 0.0016
C 2.456 -2.664 -0.575 -0.011 -0.072 0.145 0.0093
S 1.189 -2.582 0.646 0.013 -0.012 -0.100 0.0108
H 3.645 -1.215 -3.396 0.016 -0.015 -0.002 0.0000
H 5.312 -3.030 -3.208 0.001 -0.002 0.001 0.0002
H 5.149 -4.640 -1.298 0.005 0.004 -0.009 0.0001
H 3.324 -4.386 0.341 -0.006 0.004 -0.003 0.0000
N 1.320 0.457 1.440 -0.426 0.477 0.335 0.0124
C 2.022 0.448 2.354 0.455 -0.365 -0.256 0.0340
N 2.830 0.186 3.365 -0.237 0.192 0.188 0.0061
C 4.042 0.993 3.499 0.100 -0.089 -0.116 0.0028
C 5.176 0.447 2.600 -0.009 -0.011 0.002 0.0003
C 4.845 -0.957 2.084 -0.031 0.014 0.020 0.0003
C 4.299 -1.814 3.222 -0.001 0.000 -0.038 0.0004
C 2.953 -1.252 3.703 0.027 0.012 0.004 0.0030
H 4.321 0.982 4.554 0.025 -0.047 0.004 0.0002
H 3.794 2.021 3.238 -0.025 0.011 0.052 0.0005
H 6.103 0.412 3.180 0.005 0.025 -0.009 0.0000
H 5.348 1.124 1.762 -0.004 -0.010 -0.011 0.0001
H 5.736 -1.412 1.652 -0.006 -0.008 -0.014 0.0000
H 4.102 -0.913 1.282 0.020 -0.009 -0.006 0.0002
H 5.027 -1.839 4.041 -0.011 0.010 0.010 0.0000
H 4.143 -2.839 2.886 0.009 -0.004 -0.002 0.0002
H 2.820 -1.357 4.781 0.034 -0.006 0.005 0.0004
H 2.140 -1.769 3.190 -0.002 0.027 0.002 0.0003
```
Positions in Å, forces in eV/Å.

---

Record 2
Entry from OMol25: a structure of composition C25H30BrInN2O2S4 (ωB97M-V/def2-TZVPD).

Output
Max |F|: 0.19 eV/Å
E: -5587.099083 a.u.
Orbital gap: 0.255 hartree
Net charge: +2
Relative energy (zero: lowest compared OMol25 entry of this formula, charge and spin): 5.4 kcal/mol
HOMO energy: -12.89 eV
Molar mass: 713.52 g mol⁻¹

```
65
Properties=species:S:1:pos:R:3:forces:R:3:nbo_charge:R:1
In -0.027 -0.561 0.332 0.151 -0.099 -0.044 1.3771
C 2.951 0.762 -0.795 -0.011 -0.029 -0.012 -0.5371
C 3.405 0.343 0.598 -0.014 0.017 0.029 -0.5566
S 2.420 -0.940 1.419 -0.007 0.042 -0.022 0.3411
C 3.090 -2.500 0.776 -0.011 -0.008 0.022 -0.5336
C 3.070 -2.711 -0.732 0.013 0.008 -0.040 -0.5430
S 1.367 -2.640 -1.336 -0.015 0.015 0.015 0.3151
C 1.500 -1.983 -3.013 -0.018 0.008 0.005 -0.5363
C 0.084 -1.649 -3.486 0.022 -0.002 0.013 -0.5492
S -0.935 -0.631 -2.376 -0.045 -0.007 -0.029 0.3356
C -0.526 1.065 -2.835 -0.008 0.013 0.003 -0.5579
C 0.882 1.557 -2.530 0.003 0.015 -0.032 -0.5272
S 1.290 1.499 -0.761 -0.002 -0.004 0.054 0.3487
H 2.936 -0.079 -1.482 0.021 -0.001 0.003 0.2213
H 3.638 1.516 -1.178 -0.019 0.014 -0.003 0.2619
H 3.389 1.199 1.276 0.012 -0.005 -0.002 0.2549
H 4.437 -0.008 0.560 -0.002 -0.013 -0.005 0.2659
H 2.494 -3.257 1.287 -0.005 0.001 -0.002 0.2679
H 4.110 -2.576 1.154 0.002 0.000 -0.002 0.2616
H 3.488 -3.696 -0.941 -0.005 -0.003 0.002 0.2625
H 3.687 -1.981 -1.254 0.000 0.005 0.005 0.2222
H 1.920 -2.738 -3.678 -0.003 -0.003 0.000 0.2575
H 2.153 -1.112 -3.037 0.002 -0.007 -0.002 0.2033
H -0.490 -2.569 -3.603 -0.008 0.007 0.006 0.2625
H 0.107 -1.157 -4.459 0.011 -0.003 -0.001 0.2562
H -1.249 1.680 -2.299 -0.006 -0.016 -0.002 0.2637
H -0.722 1.183 -3.902 0.002 0.010 -0.001 0.2602
H 0.952 2.603 -2.823 0.009 -0.002 0.003 0.2699
H 1.640 0.996 -3.075 -0.002 -0.011 0.013 0.2304
Br -5.210 -5.583 -1.154 0.000 0.005 0.000 0.1197
C -3.771 -4.558 -0.505 -0.008 0.020 -0.002 -0.1369
C -2.562 -5.182 -0.176 0.011 -0.024 0.000 -0.1579
C -1.504 -4.450 0.309 -0.004 0.012 0.003 -0.2246
C -1.587 -3.059 0.472 -0.053 -0.009 -0.004 0.3747
O -0.545 -2.424 0.992 0.025 0.016 0.024 -0.8541
C -2.815 -2.429 0.131 0.012 0.016 0.009 -0.2471
C -3.078 -1.039 0.355 0.044 0.004 0.005 0.2546
N -2.173 -0.125 0.487 -0.043 0.025 -0.008 -0.6274
C -2.474 1.187 0.910 -0.028 -0.002 -0.010 0.0946
C -3.611 1.883 0.608 0.011 0.001 0.014 -0.1900
C -3.832 3.161 1.165 0.005 -0.002 -0.001 -0.1807
C -2.927 3.714 2.024 0.002 0.009 -0.004 -0.1689
C -1.731 3.024 2.340 -0.013 0.019 0.003 -0.0988
C -0.771 3.519 3.248 0.024 -0.032 -0.004 -0.0691
C 0.349 2.781 3.518 -0.026 0.023 -0.004 -0.2591
C 0.536 1.567 2.843 0.042 -0.011 0.004 0.0924
N -0.331 1.076 1.981 -0.039 0.017 0.012 -0.5465
C -1.486 1.771 1.749 -0.011 0.000 0.004 0.2271
C -3.900 -3.207 -0.329 -0.014 -0.026 -0.006 -0.1482
H -2.469 -6.253 -0.295 0.004 0.001 0.002 0.2464
H -0.580 -4.938 0.588 0.002 -0.003 -0.001 0.2280
H -4.126 -0.751 0.453 -0.004 -0.001 -0.009 0.2037
H -4.357 1.454 -0.049 0.002 -0.007 -0.003 0.2335
H -4.745 3.689 0.924 0.000 0.002 0.002 0.2450
H -3.114 4.677 2.483 -0.003 0.000 -0.001 0.2405
H -0.938 4.472 3.735 -0.004 0.002 -0.001 0.2439
H 1.090 3.116 4.230 0.005 -0.004 -0.001 0.2528
H 1.428 0.980 3.029 -0.006 -0.001 -0.006 0.2085
H -4.843 -2.722 -0.549 0.001 0.002 -0.001 0.2334
C -0.157 4.742 -0.315 -0.011 0.018 -0.016 -0.2528
O -0.870 3.687 -0.969 0.019 -0.035 0.014 -0.7659
H -0.787 5.256 0.412 -0.002 0.002 0.001 0.1792
H 0.227 5.468 -1.034 0.001 0.006 0.005 0.1884
H 0.681 4.285 0.208 -0.002 0.003 0.003 0.1798
H -1.676 4.062 -1.339 -0.004 0.010 0.005 0.4834
```
Positions in Å, forces in eV/Å.

---

Record 3
Entry from OMol25: a cluster of 2 separate species, C25H30BrN3O5 in total in a non-equilibrium geometry (ωB97M-V/def2-TZVPD).

Output
Max |F|: 2.23 eV/Å
E: -4085.162998 a.u.
Orbital gap: 0.314 hartree
SMILES: CNC(=O)[C@H](Cc1ccc(O)cc1)NC(C)=O.O=C1CC2(CCNCC2)Oc2ccc(Br)cc21
Net charge: 0
Relative energy (zero: lowest compared OMol25 entry of this formula, charge and spin): 0.0 kcal/mol
HOMO energy: -8.56 eV
Molar mass: 532.43 g mol⁻¹

```
64
Properties=species:S:1:pos:R:3:forces:R:3:nbo_charge:R:1
O -3.691 -5.258 -0.440 0.390 0.007 0.094 -0.6299
O 1.224 7.143 0.978 -0.023 -0.687 -0.516 -0.5389
O 0.768 -6.699 -0.558 -0.237 0.593 -0.061 -0.6280
Br -0.666 2.576 3.538 0.111 0.149 -0.313 0.0406
O -3.233 0.533 1.637 -0.303 0.089 -0.801 -0.6714
O 1.158 4.389 -1.974 -0.225 -0.243 0.355 -0.5255
C -3.431 -5.345 0.752 -1.586 0.181 -1.167 0.6797
C 1.204 6.295 0.093 0.223 1.977 0.998 0.5680
C -0.099 -6.664 0.306 0.470 0.404 -0.826 0.6682
C -0.094 2.286 0.741 0.031 0.255 -0.238 -0.1894
C -2.321 -1.139 0.189 0.360 -0.368 0.588 -0.2744
C -1.874 -1.206 2.589 0.276 -0.594 -1.034 -0.2930
C 0.320 2.716 -0.521 -0.151 -0.182 0.261 -0.2658
C 0.337 4.496 1.626 -0.235 -0.580 0.231 -0.1482
C -1.540 -2.296 0.011 -0.345 0.646 1.206 -0.1374
C -1.094 -2.365 2.408 -0.662 0.648 -1.089 -0.1915
C -0.088 3.175 1.818 0.339 0.752 -0.585 -0.1164
C -2.491 -0.593 1.477 0.782 -0.787 0.528 0.2950
C 0.748 4.028 -0.718 0.223 0.042 -0.155 0.4312
C 0.756 4.929 0.355 -0.151 -0.891 -0.128 -0.2667
C -0.928 -2.915 1.120 -0.280 -0.106 0.123 -0.0658
N -0.218 -7.740 1.098 -0.571 -0.742 1.129 -0.6105
N 3.597 3.681 -3.623 -0.047 -0.581 0.239 -0.6414
N -2.196 -5.483 1.233 1.642 -0.482 0.085 -0.6202
C -4.545 -5.303 1.772 0.114 0.067 -0.062 -0.7083
C -1.096 -7.997 2.239 -0.026 0.197 -0.455 -0.4088
C 1.622 6.685 -1.317 0.059 -0.978 0.094 -0.5143
C 4.412 4.313 -2.579 -0.477 0.263 -0.852 -0.2118
C 2.686 4.549 -4.390 0.406 -0.175 0.262 -0.2107
C 3.513 4.986 -1.530 -0.134 -0.252 -0.022 -0.4490
C 2.255 5.778 -3.574 0.068 -0.591 0.083 -0.4272
C 2.130 5.448 -2.078 0.523 0.637 -0.245 0.2844
C -0.138 -4.200 0.929 0.297 0.332 0.063 -0.4185
C -0.973 -5.390 0.422 -0.449 0.142 0.329 -0.1393
H -3.191 0.874 2.532 0.199 -0.078 0.267 0.4880
H -0.424 1.262 0.885 0.049 0.103 -0.058 0.2395
H -2.804 -0.665 -0.653 -0.036 0.066 -0.033 0.2269
H -1.995 -0.784 3.575 -0.027 0.097 0.124 0.2122
H 0.320 2.030 -1.362 0.030 0.076 0.099 0.2358
H 0.339 5.186 2.467 0.063 0.008 -0.282 0.2488
H -1.430 -2.723 -0.977 -0.008 0.020 -0.025 0.2141
H -0.620 -2.831 3.260 0.033 -0.047 0.062 0.2085
H 0.429 -8.475 0.853 0.002 0.173 -0.081 0.4092
H 4.156 3.087 -4.237 -0.277 0.382 0.329 0.3683
H -2.088 -5.534 2.230 0.001 0.177 0.072 0.3903
H -4.567 -6.238 2.328 -0.063 -0.017 0.210 0.2186
H -4.380 -4.465 2.447 -0.054 -0.024 0.202 0.2267
H -5.493 -5.166 1.251 0.176 -0.050 0.052 0.2470
H -0.965 -7.226 2.999 -0.090 -0.131 0.128 0.1825
H -2.137 -8.030 1.912 0.033 -0.006 0.219 0.2048
H -0.845 -8.964 2.680 0.094 0.169 -0.110 0.2164
H 0.751 7.103 -1.829 -0.086 -0.044 0.027 0.2388
H 2.394 7.458 -1.277 -0.178 -0.099 0.133 0.2427
H 5.067 5.063 -3.035 0.248 0.185 0.164 0.1533
H 5.049 3.568 -2.092 -0.166 0.057 -0.223 0.2081
H 1.802 3.968 -4.672 0.151 0.040 0.085 0.1983
H 3.172 4.886 -5.312 -0.106 0.135 -0.101 0.1733
H 4.059 5.840 -1.119 -0.171 0.005 0.024 0.2153
H 3.365 4.279 -0.708 -0.184 0.130 0.016 0.2231
H 2.995 6.573 -3.703 -0.073 0.008 0.224 0.2124
H 1.300 6.146 -3.961 0.089 0.006 0.107 0.2237
H 0.325 -4.478 1.876 0.120 0.041 0.118 0.1997
H 0.666 -4.007 0.217 0.087 -0.247 0.022 0.2428
H -1.264 -5.152 -0.602 -0.266 -0.281 0.110 0.2660
```
Positions in Å, forces in eV/Å.